Below is a structure of composition C18H43F2NO6PRb2 at a distorted geometry, with properties calculated with the ωB97M-V functional and the def2-TZVPD basis.

Calculated values
E ... -1807.0412 Ha
F_max ... 2.453 eV/Å
ΔE to the lowest compared entry with this formula, charge and spin ... 0.00 kcal/mol
Kohn-Sham gap ... 5.85 eV
Lowest unoccupied orbital energy ... -0.1437 Eh
Total charge ... +1
2S+1 ... 1

Each line ends with the Löwdin charge.
Cartesian coordinates (Å):
Rb 4.25 2.71 -0.04  0.93
Rb -0.06 4.20 -2.42  1.02
P 1.09 0.72 -1.24  0.26
F 0.86 2.26 -0.68  -0.32
F 0.38 -0.07 -0.07  -0.10
O 0.32 0.65 -2.50  -0.27
O -0.94 1.11 2.25  -0.02
O -1.93 2.17 -3.02  -0.21
O 2.58 0.55 -1.08  -0.42
O 0.77 -3.06 -0.90  -0.08
O 1.85 3.44 -4.55  -0.13
N -1.00 0.10 3.25  -0.11
C 1.99 -3.80 -1.21  -0.46
C 2.53 2.20 -4.79  -0.49
C -3.32 -0.15 2.68  -0.04
C 1.78 -4.28 -2.63  -0.05
C 3.16 -2.87 -0.96  -0.06
C 1.40 -0.45 2.93  -0.03
C -2.32 -0.07 3.84  -0.49
C -2.40 -1.44 4.58  -0.13
C 0.64 1.05 4.89  -0.01
C -1.20 -1.63 5.49  -0.18
C 0.28 -0.12 3.93  -0.49
C 1.72 1.30 -5.72  -0.03
C -3.27 0.37 -3.90  -0.05
C -2.69 1.06 4.83  -0.03
C 3.94 2.45 -5.27  -0.05
C -3.46 1.11 -1.50  -0.05
C -3.23 1.56 -2.96  -0.45
C 0.16 -1.40 4.79  -0.14
H -2.45 -2.21 3.81  0.12
H 2.32 -0.49 3.51  0.09
H 4.49 1.52 -5.45  0.09
H 2.45 4.02 -4.08  0.06
H 0.97 -4.99 -2.70  0.08
H -1.30 -0.98 6.36  0.10
H 1.54 1.76 -6.69  0.09
H -1.17 -2.66 5.84  0.11
H -0.87 0.57 1.46  0.06
H 1.75 -3.44 -3.32  0.08
H 4.57 2.87 -4.47  0.07
H -2.39 0.78 5.84  0.07
H 0.94 -2.46 -0.17  0.04
H -4.20 -0.18 -3.75  0.09
H 1.45 0.25 2.10  0.06
H -3.31 0.83 2.19  0.07
H -1.29 1.43 -3.07  0.02
H 2.27 0.38 -5.92  0.09
H 1.17 1.81 4.31  0.08
H -2.46 -0.37 -3.85  0.09
H 1.09 -1.38 2.45  0.08
H 2.60 1.64 -3.85  0.12
H -0.25 1.50 5.31  0.06
H -4.03 2.26 -3.18  0.14
H -4.31 -0.50 2.96  0.09
H 4.08 -3.42 -0.72  0.08
H -2.30 2.03 4.55  0.08
H 0.94 -1.49 5.55  0.12
H 4.05 3.02 -6.20  0.09
H -2.75 0.34 -1.15  0.08
H 0.80 0.98 -5.24  0.07
H 0.32 -2.31 4.20  0.11
H -4.41 0.59 -1.39  0.08
H -2.99 -0.76 1.84  0.08
H 1.99 -4.64 -0.50  0.13
H 2.98 -2.27 -0.06  0.07
H 2.74 -4.75 -2.89  0.08
H -3.30 1.97 -0.85  0.08
H 1.27 0.69 5.70  0.08
H -3.26 0.73 -4.93  0.08
H -3.77 1.26 4.89  0.08
H 3.36 -2.19 -1.79  0.08
H -3.22 -1.44 5.30  0.12

Below is a cluster of 2 separate species, C3H12N2O in total at a distorted geometry, with properties calculated with the ωB97M-V functional and the def2-TZVPD basis.

Calculated values
E ... -306.1797 Ha
F_max ... 1.977 eV/Å
ΔE to the lowest compared entry with this formula, charge and spin ... 10.68 kcal/mol
Kohn-Sham gap (alpha / beta) ... 2.57 / 8.91 eV
Lowest unoccupied orbital energy (alpha / beta) ... 0.1404 / 0.1376 Eh
Total charge ... -1
2S+1 ... 2

Each line ends with the natural charge from an NBO analysis.
Cartesian coordinates (Å):
O -2.84 1.34 0.16  -1.03
N 2.60 0.89 1.07  -0.83
N -1.47 -0.95 -1.06  -1.13
C -0.27 -1.20 -0.34  -0.59
C 1.65 0.49 0.02  -0.25
C 0.38 -0.12 0.57  -0.46
H -2.30 0.53 0.03  0.48
H 2.16 1.64 1.61  0.34
H -1.34 -0.49 -1.95  0.34
H 0.54 -1.58 -0.97  0.15
H -3.74 0.99 0.15  0.43
H -0.41 0.59 0.81  0.20
H 3.37 1.37 0.61  0.34
H 0.63 -0.66 1.47  0.20
H -2.13 -1.71 -1.13  0.29
H 1.46 1.24 -0.75  0.16
H 2.11 -0.28 -0.58  0.18
H -0.38 -2.09 0.27  0.18

Below is a cluster of 2 separate species, C3H12NS in total at a distorted geometry, with properties calculated with the ωB97M-V functional and the def2-TZVPD basis.

Calculated values
E ... -574.1766 Ha
F_max ... 1.902 eV/Å
ΔE to the lowest compared entry with this formula, charge and spin ... 10.25 kcal/mol
Kohn-Sham gap ... 9.44 eV
Lowest unoccupied orbital energy ... -0.1303 Eh
Total charge ... +1
2S+1 ... 1

Each line ends with the natural charge from an NBO analysis.
Cartesian coordinates (Å):
S -0.60 -1.07 0.62  -0.14
N 1.75 1.14 0.32  -0.69
C 2.15 2.25 1.30  -0.41
C -2.12 -1.04 -1.65  -0.61
C -1.65 -1.99 -0.53  -0.50
H 2.47 0.43 0.28  0.45
H 2.96 2.83 0.86  0.24
H -1.26 -0.46 -2.01  0.19
H -2.52 -2.33 0.01  0.23
H 2.58 1.75 2.15  0.23
H -2.43 -1.56 -2.55  0.24
H -1.15 -2.85 -0.98  0.23
H 0.90 0.70 0.71  0.46
H -0.91 -1.77 1.71  0.17
H 1.45 1.56 -0.56  0.44
H -2.85 -0.34 -1.26  0.22
H 1.24 2.75 1.59  0.24

Below is a cluster of 2 separate species, C25H25F5NO7P in total at a distorted geometry, with properties calculated with the ωB97M-V functional and the def2-TZVPD basis.

Calculated values
E ... -2389.4617 Ha
SMILES ... CN(C)C(=O)Cc1cccc2c1C(=O)C=C(C(F)(F)c1cccc(C(F)(F)F)c1)C2=O.COP(=O)(OC)OC
F_max ... 4.871 eV/Å
Kohn-Sham gap ... 7.77 eV
Lowest unoccupied orbital energy ... -0.0473 Eh
Total charge ... 0
2S+1 ... 1

Each line ends with the natural charge from an NBO analysis.
Cartesian coordinates (Å):
P 0.23 -5.48 -1.73  2.56
F -0.71 6.02 3.60  -0.33
F 0.69 6.06 5.40  -0.32
F 3.89 0.78 3.11  -0.32
F 0.85 7.70 3.72  -0.33
F 1.84 1.07 4.14  -0.36
O -2.47 1.94 -0.13  -0.58
O 1.50 -5.35 -0.77  -0.79
O 0.71 0.62 -1.79  -0.53
O 0.84 -5.00 -3.13  -0.81
O 2.03 -1.83 2.53  -0.49
O -0.98 -4.76 -1.28  -1.10
O 0.06 -7.06 -1.91  -0.81
N -2.53 2.89 -2.27  -0.52
C 1.63 3.87 3.50  -0.15
C 3.61 5.09 1.41  -0.22
C 2.58 2.92 2.74  -0.10
C 2.63 6.05 2.19  -0.18
C -1.09 3.33 -2.56  -0.43
C -1.14 -2.33 1.98  -0.19
C 1.67 5.40 3.21  -0.14
C -1.98 -0.70 -0.63  0.05
C -0.04 -4.46 -4.11  -0.25
C -0.60 -0.54 0.05  -0.11
C -3.23 4.04 -1.62  -0.43
C 0.63 6.32 4.01  0.97
C -2.53 -2.51 1.27  -0.18
C 2.60 1.32 2.92  0.67
C 1.76 0.56 1.76  -0.12
C 3.57 3.55 1.70  -0.20
C -0.80 -7.52 -2.93  -0.26
C -0.16 -1.31 1.36  -0.10
C 1.38 1.23 0.56  -0.22
C -2.44 1.71 -1.39  0.72
C 1.30 -5.59 0.62  -0.26
C 0.50 0.46 -0.56  0.55
C -2.98 -1.72 0.00  -0.20
C -2.33 0.19 -1.94  -0.54
C 1.30 -0.98 1.96  0.55
H -1.54 0.07 -2.76  0.28
H 1.65 2.31 0.31  0.26
H -0.78 2.92 -3.59  0.22
H 0.29 -3.45 -4.37  0.19
H -3.71 4.67 -2.47  0.20
H -3.27 -3.27 1.72  0.23
H -2.53 4.77 -1.08  0.19
H -0.24 -7.62 -3.86  0.18
H -1.08 -4.41 -3.76  0.20
H -0.37 3.01 -1.73  0.20
H -4.01 -1.83 -0.49  0.24
H -0.87 -2.93 2.93  0.25
H 4.31 2.90 1.10  0.25
H -1.19 -8.51 -2.65  0.20
H -1.65 -6.85 -3.08  0.19
H 0.32 -5.25 0.95  0.20
H 0.00 -5.08 -5.00  0.18
H -1.03 4.47 -2.66  0.22
H -3.34 -0.10 -2.39  0.25
H 4.32 5.56 0.63  0.24
H 1.41 -6.66 0.83  0.18
H 0.91 3.44 4.26  0.27
H 2.07 -5.05 1.17  0.20
H -4.09 3.74 -0.93  0.23
H 2.65 7.16 1.94  0.25

Below is a structure of composition C44H29F9N4PRu at a distorted geometry, with properties calculated with the ωB97M-V functional and the def2-TZVPD basis.

Calculated values
E ... -3247.7583 Ha
F_max ... 1.531 eV/Å
ΔE to the lowest compared entry with this formula, charge and spin ... 51.66 kcal/mol
Kohn-Sham gap (alpha / beta) ... 5.22 / 6.48 eV
Lowest unoccupied orbital energy (alpha / beta) ... -0.2889 / -0.2612 Eh
Total charge ... +2
2S+1 ... 2

Each line ends with the Löwdin spin population.
Cartesian coordinates (Å):
Ru -0.98 -0.10 0.24  1.11
P 1.22 -1.33 -0.75  0.05
F 2.06 -4.18 5.29  0.00
F 2.43 5.34 -0.11  0.00
F 6.09 -1.99 -5.32  0.00
F 2.90 5.00 -2.20  0.00
F 6.63 -3.56 -3.95  0.00
F 3.21 -2.36 5.53  0.00
F 4.12 -4.12 4.65  0.00
F 0.85 5.32 -1.59  0.00
F 5.18 -3.94 -5.51  0.00
N -2.73 0.13 0.97  -0.11
N -2.21 -1.16 -1.21  0.01
N -0.57 0.30 2.35  0.01
N -1.47 1.82 -0.73  0.01
C 5.61 -3.03 -4.64  0.00
C 4.51 -2.59 -3.69  0.00
C -2.92 0.50 2.28  0.01
C -4.13 -1.86 -3.11  0.00
C 2.56 -2.93 3.35  0.00
C -5.77 -0.43 -1.87  -0.03
C 1.48 2.48 -2.16  0.00
C -3.79 0.06 0.05  0.00
C 3.52 -2.33 2.53  0.00
C 0.89 -2.57 1.68  0.01
C 2.55 -1.77 -1.92  0.01
C -1.71 0.67 3.00  0.00
C -1.79 1.92 -2.03  0.00
C -5.99 0.46 -0.86  0.00
C 3.35 -3.33 -3.58  0.00
C 0.56 0.32 3.06  -0.01
C 1.84 3.25 -1.05  0.02
C -1.90 -1.89 -2.26  0.00
C -4.14 1.07 4.29  0.00
C 1.25 -3.06 2.93  0.00
C -0.50 1.18 5.02  -0.01
C 1.82 -1.93 0.87  0.00
C -2.98 1.35 4.96  -0.06
C 3.15 -1.85 1.29  0.00
C 1.28 1.13 -2.02  0.01
C -2.84 -2.29 -3.22  0.00
C -4.49 -1.03 -2.02  0.00
C 2.36 -2.91 -2.69  0.00
C -3.51 -0.74 -1.08  -0.01
C -2.26 4.25 -1.83  0.00
C 0.64 0.76 4.39  0.01
C 3.72 -1.03 -2.04  0.00
C 1.46 0.50 -0.77  0.00
C -2.19 3.11 -2.61  0.00
C 1.85 1.28 0.31  0.03
C 2.02 2.66 0.18  0.00
C -4.12 0.61 2.97  -0.06
C -4.99 0.72 0.10  -0.03
C 4.70 -1.45 -2.92  0.00
C 2.01 4.74 -1.23  0.00
C 2.99 -3.41 4.72  0.00
C -1.54 2.93 0.02  0.00
C -1.72 1.10 4.34  0.00
C -1.93 4.16 -0.49  0.00
H -2.52 -2.90 -4.05  0.00
H -1.28 2.82 1.06  0.00
H 1.43 -0.10 2.59  0.00
H -5.18 1.48 0.85  0.00
H 2.11 0.81 1.24  0.00
H -5.09 1.18 4.79  0.00
H -0.47 1.53 6.04  0.00
H 5.62 -0.88 -3.03  0.00
H -0.13 -2.71 1.35  0.01
H 1.37 2.95 -3.13  0.00
H 1.60 0.75 4.89  0.00
H -2.44 3.13 -3.66  0.00
H -1.72 1.01 -2.61  0.00
H 3.87 -0.13 -1.47  0.00
H -0.86 -2.18 -2.35  0.00
H -6.55 -0.66 -2.59  0.00
H 2.34 3.25 1.03  0.00
H -5.05 0.31 2.51  0.00
H -3.00 1.69 5.98  0.00
H -1.95 5.02 0.16  0.00
H 4.54 -2.26 2.86  0.00
H 1.45 -3.50 -2.60  0.00
H -2.56 5.20 -2.26  0.00
H 3.90 -1.39 0.66  0.00
H 1.02 0.54 -2.89  0.00
H -6.94 0.97 -0.78  0.00
H -4.88 -2.12 -3.85  0.00
H 0.52 -3.55 3.56  0.00
H 3.20 -4.21 -4.18  0.00

Below is a structure of composition C27H24CoF2NO2S2, with properties calculated with the ωB97M-V functional and the def2-TZVPD basis.

Calculated values
E ... -3627.1542 Ha
F_max ... 0.199 eV/Å
Kohn-Sham gap (alpha / beta) ... 8.58 / 8.26 eV
Lowest unoccupied orbital energy (alpha / beta) ... -0.0837 / -0.0949 Eh
Total charge ... +1
2S+1 ... 4

Each line ends with the natural charge from an NBO analysis.
Cartesian coordinates (Å):
Co -0.92 0.04 1.35  1.43
S 0.83 1.82 -0.81  1.28
S -1.82 -2.60 -0.72  1.30
F 0.94 -1.61 6.18  -0.31
F -1.92 2.05 6.01  -0.32
O -1.59 -1.58 0.37  -1.06
O 0.56 0.64 0.11  -1.06
N -2.17 1.64 1.79  -0.58
C 0.17 -0.89 4.07  -0.33
C -2.86 2.42 0.96  0.06
C -0.62 0.13 -2.48  -0.44
C -0.19 -3.11 -1.25  -0.19
C -1.23 1.11 5.34  0.43
C -1.29 1.03 3.94  -0.17
C 2.29 -4.12 -1.92  -0.19
C -2.07 -0.21 -2.18  -0.41
C -2.06 1.97 3.10  0.23
C -0.05 -3.87 -2.40  -0.25
C -3.35 3.96 2.68  -0.12
C -0.49 0.24 6.11  -0.36
C 3.01 2.40 -2.33  -0.24
C 4.17 2.08 -3.01  -0.19
C 2.34 1.39 -1.65  -0.19
C -0.33 1.60 -2.19  -0.59
C 4.66 0.78 -2.99  -0.18
C 3.99 -0.21 -2.29  -0.19
C -2.41 -1.69 -2.19  -0.59
C 1.20 -4.36 -2.74  -0.19
C 0.21 -0.75 5.45  0.44
C -2.65 3.16 3.55  -0.23
C 2.13 -3.39 -0.75  -0.19
C 2.82 0.09 -1.60  -0.23
C -0.58 -0.01 3.31  -0.42
C -3.48 3.59 1.35  -0.27
C 0.89 -2.88 -0.40  -0.25
H -0.47 0.33 7.18  0.25
H 2.29 -0.66 -1.04  0.24
H 2.98 -3.22 -0.10  0.23
H 4.70 2.86 -3.55  0.23
H -3.81 4.87 3.03  0.23
H 0.03 -0.50 -1.87  0.23
H 5.57 0.55 -3.52  0.23
H 0.75 -2.32 0.51  0.24
H -2.93 2.07 -0.07  0.19
H -0.90 -4.10 -3.03  0.22
H -4.03 4.18 0.63  0.24
H 0.73 -1.71 3.63  0.22
H -2.55 3.44 4.58  0.25
H 0.10 2.15 -3.03  0.25
H -1.23 2.13 -1.87  0.23
H -2.34 0.19 -1.19  0.21
H 2.63 3.41 -2.32  0.23
H -3.49 -1.84 -2.19  0.25
H -2.00 -2.20 -3.06  0.24
H 1.32 -4.95 -3.64  0.23
H -0.38 -0.10 -3.52  0.23
H 4.38 -1.22 -2.27  0.22
H -2.73 0.29 -2.89  0.23
H 3.26 -4.52 -2.18  0.23